DFT (ωB97M-V with the def2-TZVPD basis set) results for 8 unconnected molecules or ions with the total composition C8H34N2O8 in a non-equilibrium geometry.

Positions of all 52 atoms, in Å:
1 O 14.2042 -7.0430 -2.9993
2 H 15.1260 -7.2909 -2.9287
3 H 13.7262 -7.7925 -2.6444
4 O 16.1631 -11.9406 -3.0801
5 H 16.1871 -11.7116 -2.1510
6 H 15.2700 -11.7335 -3.3553
7 O 14.6514 -8.8292 -0.8127
8 H 15.5334 -8.4595 -0.8533
9 H 14.7902 -9.7676 -0.6848
10 O 12.1484 -8.6006 -0.5597
11 H 11.8271 -9.5020 -0.5816
12 H 13.1018 -8.6854 -0.5712
13 O 13.5766 -10.7015 -3.0770
14 H 12.9593 -10.6946 -3.8085
15 H 13.0233 -10.7016 -2.2959
16 O 15.0581 -11.6958 -0.4456
17 H 14.1312 -11.9021 -0.5660
18 H 15.2787 -12.0710 0.4069
19 C 18.1879 -10.2398 -0.7170
20 C 18.4272 -8.7419 -0.4848
21 C 19.8184 -8.3720 -1.0194
22 O 20.1322 -7.0166 -0.6274
23 C 21.1971 -6.4155 -1.4202
24 N 17.2805 -7.9956 -1.0455
25 H 17.2896 -10.5604 -0.1894
26 H 19.0225 -10.7269 -0.2127
27 H 18.2347 -10.6792 -1.7135
28 H 18.4738 -8.5857 0.5929
29 H 19.7864 -8.4797 -2.1036
30 H 20.5137 -9.0837 -0.5743
31 H 21.3364 -5.4058 -1.0338
32 H 20.8504 -6.2885 -2.4457
33 H 22.1588 -6.9169 -1.3116
34 H 17.6175 -7.0647 -1.2455
35 H 17.0596 -8.4400 -1.9252
36 C 15.8221 -9.2977 5.5072
37 C 15.0796 -10.1070 4.4361
38 C 14.8738 -9.2656 3.1114
39 O 14.1355 -8.0838 3.3793
40 C 13.9736 -7.1816 2.3703
41 N 16.0047 -11.2277 4.2213
42 H 15.1731 -8.4856 5.8350
43 H 16.7302 -8.7855 5.1893
44 H 16.1344 -9.9463 6.3257
45 H 14.1542 -10.4908 4.8656
46 H 14.3286 -9.8491 2.3695
47 H 15.7954 -9.0109 2.5880
48 H 13.2312 -6.4736 2.7387
49 H 13.5551 -7.6296 1.4691
50 H 14.8660 -6.5849 2.1812
51 H 16.0492 -11.8392 5.0239
52 H 16.9187 -10.8002 4.1765

Summary:
Charge: -1
Spin multiplicity: 2
⟨S²⟩: 0.750
ΔE to the lowest compared entry with this formula, charge and spin in kcal per mole: 6.5
Kohn-Sham gap (alpha / beta) in Ha: 0.08881 / 0.34250
E in Eh: -1036.55748

Results of the Löwdin charge analysis, in e, for atoms 1 through 5: -0.07 0.00 -0.01 -0.11 -0.04